No. 1
{
  "formula": "CHBrF2O",
  "method": "ωB97M-V/def2-TZVPD",
  "elements": ["C", "H", "F", "Br", "O", "F"],
  "positions_angstrom": [[-0.170346, -2.216723, 0.669585], [-0.127979, 0.875178, 0.416875], [-0.343505, -2.804130, -0.427902], [1.871946, -0.543046, 0.047754], [0.720649, 0.633663, 0.869730], [0.404245, -3.215633, 1.397555]],
  "forces_ev_per_angstrom": [[0.41, -1.18, 2.30], [1.26, -1.05, -0.31], [-0.62, -0.44, -2.25], [-0.72, 1.11, -0.03], [-0.02, 0.38, 0.25], [-0.32, 1.19, 0.04]],
  "mulliken_charge": [0.171, 0.356, -0.074, 0.144, -0.455, -0.142],
  "charge": 0,
  "total_energy_ha": -2887.5367
}



No. 2
{
  "formula": "C2H9NO3",
  "method": "ωB97M-V/def2-TZVPD",
  "elements": ["O", "O", "H", "O", "C", "H", "N", "H", "H", "H", "H", "H", "H", "C", "H"],
  "positions_angstrom": [[-1.140821, -0.876989, 1.523561], [0.072372, 0.190819, 3.069339], [0.194879, 1.228268, -2.645650], [0.387661, -1.260806, -1.899066], [-0.470919, 0.937233, -1.832077], [-0.245362, 1.004330, 2.648566], [0.156665, -0.130865, -1.086412], [1.906776, 0.453889, 0.174963], [-0.442443, -0.424634, -0.312452], [-0.004690, -1.789465, 2.939248], [2.482604, 0.679064, 0.660407], [-1.449406, 0.659299, -2.255527], [-0.450654, -1.572202, -2.282918], [-0.393119, -0.880610, 2.458432], [-0.603541, 1.782669, -1.160415]],
  "forces_ev_per_angstrom": [[-0.24, 0.01, -0.22], [0.41, 0.48, 0.52], [-0.07, 0.06, 0.03], [0.08, -0.22, -0.24], [0.03, -0.21, -0.27], [-0.10, -0.15, -0.16], [-0.33, -0.04, 0.34], [0.95, 0.36, 0.75], [0.15, 0.02, -0.30], [-0.03, 0.10, -0.06], [-0.81, -0.30, -0.65], [0.05, 0.05, 0.01], [0.01, 0.24, 0.19], [-0.05, -0.47, 0.03], [-0.03, 0.08, 0.03]],
  "mulliken_charge": [-0.576, -0.391, 0.289, -0.459, -0.839, 0.333, -0.096, -0.246, 0.216, 0.353, 0.243, 0.334, 0.314, 0.241, 0.283],
  "charge": 0,
  "total_energy_ha": -361.9759
}



No. 3
{
  "formula": "C6H11ClN3O2",
  "method": "ωB97M-V/def2-TZVPD",
  "elements": ["H", "O", "H", "N", "H", "H", "H", "C", "H", "H", "C", "Cl", "C", "N", "C", "H", "O", "H", "H", "H", "C", "N", "C"],
  "positions_angstrom": [[-0.771876, 1.293421, -1.403625], [1.849256, 3.512573, 0.744227], [1.016468, -2.761073, 0.540067], [-0.336447, -0.165658, 0.036398], [-3.039359, 0.823611, 0.105565], [-3.668901, -0.976948, -0.036223], [2.819848, 0.172793, 0.124151], [-1.562475, -0.905734, -0.060676], [2.458580, -1.927266, 0.028045], [-1.704783, -1.388532, 0.911886], [1.406706, -1.938359, 0.042232], [2.114912, 2.032754, -1.763723], [-0.097919, 0.877564, -0.703408], [1.012400, 2.736977, 0.719168], [1.184300, 1.593776, -0.331002], [-2.999145, -0.200368, -1.553611], [0.087135, 2.546259, 1.414586], [-1.393474, -1.759009, -0.740236], [1.024561, -2.135885, -0.928299], [0.656155, -0.985315, 1.821426], [0.925163, -0.590584, 0.809043], [1.919174, 0.378582, 0.629645], [-2.900278, -0.233579, -0.405636]],
  "forces_ev_per_angstrom": [[-0.81, 0.15, -0.61], [3.22, 3.56, 0.30], [-0.22, -1.68, 1.46], [1.84, 2.80, -1.59], [0.19, -2.25, -1.12], [0.67, 1.16, -0.41], [-1.63, -0.35, 0.69], [-1.06, -2.03, 0.94], [1.25, -0.27, 0.10], [0.29, 0.15, 0.06], [-1.22, 1.72, 0.93], [-0.45, -0.14, 1.04], [0.86, -0.37, 2.88], [-0.75, -3.46, -2.50], [1.67, -3.42, 0.85], [-0.08, 0.41, 1.83], [-2.58, -0.07, 2.00], [0.06, 0.36, 0.09], [-0.25, 0.82, -1.30], [0.08, 1.42, -0.50], [-0.45, -4.23, -2.14], [-0.43, 4.74, -2.28], [-0.20, 0.99, -0.73]],
  "mulliken_charge": [0.516, -0.517, 0.446, 0.239, 0.313, 0.362, 0.325, -0.362, 0.377, 0.397, -1.365, -0.088, -0.543, 1.091, 0.524, 0.354, -0.570, 0.322, 0.386, 0.370, 0.171, -0.564, -1.182],
  "charge": 1,
  "total_energy_ha": -1009.7165,
  "smiles": "CC[N+]1=C[C@@](Cl)([N+](=O)[O-])N[C@@H]1C"
}



What Kohn-Sham gap values result from the calculations? In sequence: 9.31 9.90 9.08 eV.
What energy relative to the best compared isomer or geometry (same formula, charge and spin) values result from the calculations? In sequence: 101.2 87.2 64.2 kcal per mole.